No. 1
DFT (the ωB97M-V functional and the def2-TZVPD basis) results for one molecule with the formula C5H6S3.

Element x y z (Å)
S1 4.12297 -0.73637 -0.01774
C1 2.95715 0.45774 -0.15978
C2 1.54624 0.68681 0.01267
S2 0.87366 2.24206 0.16828
S3 0.63130 -0.86654 0.25560
C3 -1.01517 -0.21829 0.62391
C4 -1.88879 -1.26678 -0.13016
C5 -1.82991 0.35001 -0.53353
H1 3.34441 1.60624 -0.00223
H2 -1.03787 -0.10771 1.81002
H3 -1.29541 -2.07463 -0.54922
H4 -2.68774 -1.54283 0.44100
H5 -2.44603 1.05953 -0.38206
H6 -1.27481 0.41073 -1.53675

Atoms 1-6, force components in eV/Å:
S -2.54 1.30 -0.56
C 4.11 3.30 1.58
C -2.86 -0.98 0.72
S 1.23 -2.39 -0.35
S 0.74 2.81 -0.23
C 0.75 -1.79 0.85

Calculated values
* multiplicity: 1
* largest force on an atom: 0.208 Eh/bohr
* electronic energy: -37783.2696 eV

Atomic partial charges in e from the Löwdin method, atoms 1 to 6: 0.66, -0.79, -1.08, 0.69, 0.91, -0.62

No. 2
DFT (the ωB97M-V functional and the def2-TZVPD basis) results for a 11-piece molecular cluster, C41H112N8O11 overall.

Element x y z (Å)
C1 -16.03198 -14.76583 15.31216
O1 -16.50154 -13.45002 14.94103
C2 -17.80439 -13.10614 15.32136
C3 -18.02390 -11.61092 14.94481
C4 -17.08638 -10.72109 15.71388
N1 -19.37961 -11.18029 15.24959
H1 -14.96316 -14.80784 15.01146
H2 -16.62278 -15.53291 14.75417
H3 -16.14587 -14.94904 16.36372
H4 -18.53850 -13.71739 14.80458
H5 -18.02980 -13.13543 16.37741
H6 -17.87406 -11.50268 13.84754
H7 -17.18778 -10.88608 16.80757
H8 -17.28008 -9.68455 15.40062
H9 -16.02272 -10.89699 15.52349
H10 -19.60999 -10.91030 16.20896
H11 -20.13304 -11.79555 14.84628
C5 -17.72823 -10.66149 19.58674
O2 -16.36060 -10.61412 19.75157
C6 -15.92867 -11.37076 20.88641
C7 -15.05404 -10.41630 21.60714
C8 -13.83380 -9.95334 20.84922
N2 -14.61962 -11.08629 22.86622
H12 -18.01579 -11.68671 19.27856
H13 -17.95923 -10.00523 18.75118
H14 -18.22760 -10.44276 20.50067
H15 -16.78209 -11.69581 21.49593
H16 -15.33167 -12.17405 20.49775
H17 -15.57458 -9.60465 22.04674
H18 -13.95011 -9.24903 20.00119
H19 -13.25777 -10.81250 20.54372
H20 -13.15777 -9.43636 21.54758
H21 -13.64939 -10.83285 23.01427
H22 -15.22485 -10.82417 23.58297
C9 -9.77605 -5.15200 11.01765
O3 -10.85154 -6.06704 10.92600
C10 -10.41484 -7.42658 11.04763
C11 -9.87941 -7.83604 12.37710
C12 -9.54184 -9.37139 12.33402
N3 -10.78781 -7.50122 13.55617
H23 -8.99211 -5.31010 10.31261
H24 -9.33400 -5.08004 12.00920
H25 -10.22599 -4.20223 10.71556
H26 -11.39385 -7.96545 10.93196
H27 -9.67191 -7.68413 10.27033
H28 -8.92570 -7.43397 12.54150
H29 -8.65597 -9.70091 11.82574
H30 -10.40506 -9.87750 11.84800
H31 -9.47253 -9.76956 13.41037
H32 -11.60875 -8.12524 13.60911
H33 -11.02370 -6.51143 13.53038
C13 -5.67112 -9.88963 19.00470
O4 -6.20156 -10.03821 20.30029
C14 -7.58201 -9.98907 20.33881
C15 -8.00643 -10.25425 21.76735
C16 -9.50418 -10.44443 21.80747
N4 -7.64604 -9.16342 22.69369
H34 -4.59178 -9.79276 19.14035
H35 -5.97427 -8.92352 18.53915
H36 -5.74269 -10.72501 18.26801
H37 -7.93941 -9.02477 19.99002
H38 -8.02217 -10.71781 19.66592
H39 -7.42684 -11.10960 22.12660
H40 -10.11399 -9.54617 21.71273
H41 -9.72950 -10.89395 22.74582
H42 -9.80661 -11.16617 21.06052
H43 -6.59597 -9.08772 22.63043
H44 -7.95886 -8.32988 22.18243
C17 -6.30328 -15.07209 16.95244
O5 -7.12686 -15.43277 18.06349
C18 -6.56420 -14.96683 19.24768
C19 -7.24342 -15.73100 20.36243
C20 -8.72544 -15.35635 20.49460
N5 -6.58917 -15.48020 21.64715
H45 -5.29959 -15.49067 16.96467
H46 -6.13070 -13.94348 16.95911
H47 -6.73144 -15.28816 16.01146
H48 -5.53619 -15.29410 19.34125
H49 -6.71629 -13.89075 19.26935
H50 -7.08663 -16.77320 20.07916
H51 -9.41686 -15.79714 19.78905
H52 -8.89501 -14.28448 20.38804
H53 -9.07419 -15.62268 21.50863
H54 -6.47820 -14.55092 21.86764
H55 -5.72084 -15.95143 21.65094
C21 -15.71193 -9.57531 12.04343
O6 -14.59195 -10.26327 12.57554
C22 -14.71132 -11.67888 12.33019
C23 -13.55134 -12.36190 13.07018
C24 -12.24805 -11.66612 12.68835
N6 -13.56051 -13.78376 12.58687
H56 -15.59529 -8.53173 12.36779
H57 -16.64687 -9.96716 12.53547
H58 -15.70714 -9.61792 10.92784
H59 -15.76183 -12.02399 12.59134
H60 -14.50615 -11.80941 11.22490
H61 -13.75104 -12.27528 14.15428
H62 -12.21009 -11.77966 11.60425
H63 -11.41664 -12.17812 13.12626
H64 -12.20585 -10.65052 12.93024
H65 -14.39699 -14.37785 12.80867
H66 -12.73256 -14.25771 12.98374
C25 -11.05056 -8.80340 19.00562
O7 -10.02772 -8.40774 18.13897
C26 -10.16043 -7.09099 17.53309
C27 -8.88523 -6.79375 16.79391
C28 -8.94941 -5.46497 16.04619
N7 -8.52320 -7.79331 15.80296
H67 -11.31994 -8.06524 19.74024
H68 -10.75030 -9.73545 19.43970
H69 -11.94715 -9.04570 18.38782
H70 -11.03698 -7.12685 16.90913
H71 -10.37119 -6.27458 18.28209
H72 -8.10757 -6.72695 17.61827
H73 -9.39600 -4.70417 16.66633
H74 -9.64148 -5.59800 15.17320
H75 -7.93378 -5.19808 15.69245
H76 -8.44876 -8.69689 16.31975
H77 -9.33461 -7.86718 15.19427
C29 -14.12925 -13.38032 18.01209
O8 -12.82398 -13.31483 17.53386
C30 -12.52460 -11.99795 17.04846
C31 -11.09317 -12.03103 16.57920
C32 -10.10860 -12.32048 17.66721
N8 -10.76661 -10.75744 15.90015
H78 -14.98309 -13.13016 17.31055
H79 -14.28185 -12.63575 18.86055
H80 -14.35872 -14.33482 18.55354
H81 -13.21878 -11.56659 16.32578
H82 -12.72384 -11.27864 17.88346
H83 -10.97909 -12.84833 15.77259
H84 -10.17731 -11.57597 18.38964
H85 -9.06108 -12.34441 17.38138
H86 -10.39735 -13.27777 18.12940
H87 -10.54150 -10.01707 16.55023
H88 -11.50173 -10.34337 15.29743
C33 -10.13969 -15.65833 16.21006
C34 -11.55152 -16.13418 15.94962
C35 -12.25667 -16.67914 17.22873
O9 -12.27231 -14.99326 15.41385
H89 -10.13281 -15.10815 17.14259
H90 -9.72794 -15.04692 15.42532
H91 -9.45431 -16.54802 16.29514
H92 -11.61309 -16.96202 15.20598
H93 -11.69445 -17.51496 17.67350
H94 -13.26440 -17.03340 16.98550
H95 -12.31487 -15.94314 18.02847
H96 -12.35739 -14.32623 16.11668
C36 -12.09075 -14.95848 22.27407
C37 -13.40626 -14.98009 21.45919
C38 -13.67496 -16.48166 21.25859
O10 -14.50898 -14.46385 22.20178
H97 -11.26586 -15.42662 21.72593
H98 -12.22325 -15.50379 23.18435
H99 -11.82944 -13.93566 22.44041
H100 -13.36416 -14.52046 20.44487
H101 -14.60277 -16.64464 20.72225
H102 -13.73859 -17.16445 22.09338
H103 -12.77598 -16.85091 20.72558
H104 -14.17237 -13.56892 22.42141
C39 -14.14031 -8.15090 16.88183
C40 -14.37275 -8.01904 15.42503
C41 -14.03562 -6.60707 14.90941
O11 -13.38030 -8.90129 14.80570
H105 -14.20201 -9.19626 17.20758
H106 -14.97116 -7.64816 17.34132
H107 -13.17508 -7.68914 17.04001
H108 -15.35028 -8.42466 15.09077
H109 -13.01901 -6.36545 15.15388
H110 -14.68207 -5.82722 15.32384
H111 -14.01295 -6.63532 13.82378
H112 -13.88779 -9.22959 14.07015

Atoms 1-6, force components in eV/Å:
C -0.37 0.40 -1.58
O 0.72 -0.60 0.52
C -0.06 1.25 -0.85
C -0.32 -0.91 -0.01
C 0.78 0.41 0.18
N -1.67 -0.56 -0.77

Calculated values
* multiplicity: 1
* largest force on an atom: 0.060 Eh/bohr
* electronic energy: -78770.6980 eV

Atomic partial charges in e from the Löwdin method, atoms 1 to 6: -0.08, -0.21, -0.22, -0.45, -0.06, 0.02

No. 3
DFT (the ωB97M-V functional and the def2-TZVPD basis) results for a 4-piece molecular cluster, CH10O4 overall.

Element x y z (Å)
C1 -2.48254 -1.38334 0.22460
O1 -1.58171 -0.57052 0.98775
H1 -2.92868 -0.90768 -0.66867
H2 -2.06033 -2.41502 0.00199
H3 -3.31949 -1.60548 0.93615
H4 -0.75474 -0.47842 0.49770
O2 2.32540 0.77272 -0.99559
H5 1.94972 1.25871 -1.73887
H6 2.00867 1.34438 -0.29197
O3 0.97576 -1.28289 -0.30480
H7 1.77403 -1.03090 0.15445
H8 1.11677 -1.02483 -1.25371
O4 0.44005 2.13715 0.30225
H9 0.28857 2.98547 0.61287
H10 -0.45530 1.72208 0.48563

Atoms 1-6, force components in eV/Å:
C -0.49 -1.27 1.24
O -0.43 0.16 -0.70
H 0.53 -0.10 0.29
H -0.18 1.36 -0.10
H 0.51 0.31 -0.69
H 0.26 -0.52 -0.08

Calculated values
* multiplicity: 1
* largest force on an atom: 0.065 Eh/bohr
* electronic energy: -9388.5794 eV

Atomic partial charges in e from the Löwdin method, atoms 1 to 6: -0.17, -0.15, 0.07, 0.09, 0.08, 0.01

Which formula does entry 1 have? C5H6S3